No. 1
The following is a DFT calculation (the ωB97M-V functional and the def2-TZVPD basis) of a molecular structure, C45H50BHfN8OP3.

- Charge: +3
- Kohn-Sham gap (spin up / spin down): 5.74 / 5.78 eV
- Energy above the lowest of the compared OMol25 structures with the same formula, charge and spin: 0.000 eV
- Multiplicity: 2
- <S²>: 0.757

Positions of all 109 atoms, in Å:
Hf: 0.68 -0.93 0.72
C: 1.00 -4.05 3.05
C: 0.15 -2.89 3.43
C: -0.54 -2.69 4.61
C: -1.37 -1.61 4.37
N: -1.19 -1.19 3.12
N: -0.20 -1.94 2.53
B: -2.04 -0.26 2.20
N: -1.19 1.03 1.96
C: -1.49 2.27 2.33
C: -0.37 3.08 2.16
C: 0.62 2.25 1.67
C: 1.98 2.65 1.22
N: 0.14 0.98 1.58
N: -2.26 -1.08 0.86
C: -3.42 -1.66 0.53
C: -3.24 -2.44 -0.59
C: -1.90 -2.30 -0.93
C: -1.20 -2.88 -2.10
N: -1.29 -1.50 -0.03
N: -3.40 0.08 2.71
C: -4.28 -0.58 3.52
C: -5.51 -0.03 3.33
C: -5.33 0.98 2.35
C: -6.34 1.91 1.78
N: -4.06 1.03 1.97
H: 0.35 -4.93 2.94
H: 1.50 -3.89 2.10
H: 1.73 -4.29 3.82
H: -0.49 -3.28 5.51
H: -2.08 -1.12 5.02
H: -2.48 2.51 2.66
H: -0.31 4.14 2.33
H: 1.89 3.50 0.55
H: 2.59 2.97 2.07
H: 2.50 1.85 0.70
H: -4.31 -1.46 1.10
H: -3.98 -3.00 -1.12
H: -1.92 -3.14 -2.87
H: -0.50 -2.16 -2.53
H: -0.67 -3.80 -1.83
H: -3.99 -1.41 4.14
H: -6.43 -0.30 3.82
H: -7.35 1.55 1.98
H: -6.25 2.90 2.23
H: -6.21 2.02 0.71
C: 2.66 -4.62 -0.12
P: 2.43 -2.87 -0.57
C: 2.16 -2.98 -2.37
C: 4.10 -2.12 -0.44
C: 5.08 -2.46 -1.37
C: 6.35 -1.89 -1.31
C: 6.65 -0.97 -0.31
C: 5.69 -0.65 0.64
C: 4.42 -1.23 0.59
P: 3.25 -0.97 1.95
C: 3.71 -2.32 3.10
C: 3.84 0.47 2.89
H: 3.33 -5.09 -0.84
H: 1.70 -5.15 -0.13
H: 3.10 -4.72 0.87
H: 3.04 -3.38 -2.86
H: 1.92 -2.01 -2.81
H: 1.34 -3.67 -2.57
H: 4.89 -3.17 -2.16
H: 7.10 -2.16 -2.04
H: 7.63 -0.52 -0.26
H: 5.95 0.04 1.43
H: 4.76 -2.18 3.34
H: 3.58 -3.29 2.64
H: 3.12 -2.26 4.01
H: 4.71 0.19 3.48
H: 3.05 0.80 3.58
H: 4.10 1.30 2.24
O: 1.70 -0.05 -0.89
C: 2.34 0.50 -1.77
C: 1.95 1.35 -2.83
C: 2.95 1.68 -3.77
C: 2.65 2.51 -4.83
C: 1.37 3.04 -4.92
C: 0.38 2.73 -3.98
C: 0.63 1.88 -2.92
P: -0.68 1.56 -1.66
C: -2.04 0.87 -2.66
C: -1.90 0.43 -3.98
C: -2.98 -0.14 -4.64
C: -4.21 -0.27 -4.01
C: -4.34 0.14 -2.69
C: -3.27 0.68 -2.01
C: -1.12 3.29 -1.24
C: -2.41 3.62 -0.82
C: -2.69 4.90 -0.37
C: -1.70 5.87 -0.33
C: -0.42 5.55 -0.75
C: -0.13 4.27 -1.20
H: 3.94 1.27 -3.65
H: 3.40 2.77 -5.56
H: 1.12 3.71 -5.74
H: -0.60 3.19 -4.08
H: -0.97 0.54 -4.50
H: -2.86 -0.47 -5.67
H: -5.05 -0.70 -4.54
H: -5.30 0.03 -2.19
H: -3.39 0.96 -0.97
H: -3.21 2.89 -0.83
H: -3.70 5.15 -0.06
H: -1.93 6.87 0.01
H: 0.36 6.31 -0.74
H: 0.88 4.05 -1.53

No. 2
The following is a DFT calculation (the ωB97M-V functional and the def2-TZVPD basis) of a molecular structure, C45H50F3N6O5RbS in a non-equilibrium geometry.

- Charge: -2
- Kohn-Sham gap: 6.07 eV
- Energy above the lowest of the compared OMol25 structures with the same formula, charge and spin: 1.365 eV

Positions of all 111 atoms, in Å:
Rb: 0.26 0.12 -0.26
C: -3.06 -1.72 0.84
C: -2.85 -0.54 1.79
N: -1.70 -0.65 2.68
C: -1.53 -1.88 3.44
C: -0.22 -2.64 3.18
N: 0.06 -3.14 1.84
C: -0.96 -3.96 1.20
C: -1.47 -3.36 -0.11
N: -1.87 -1.98 0.06
H: -3.94 -1.53 0.21
H: -3.29 -2.62 1.42
H: -3.77 -0.40 2.37
H: -2.71 0.37 1.21
H: -0.84 -0.42 2.21
H: -2.39 -2.54 3.27
H: -1.53 -1.68 4.52
H: -0.19 -3.48 3.89
H: 0.61 -1.97 3.43
H: 0.31 -2.39 1.22
H: -1.80 -4.11 1.89
H: -0.59 -4.97 0.97
H: -2.28 -4.01 -0.50
H: -0.67 -3.38 -0.86
H: -1.86 -1.46 -0.81
O: -1.16 2.04 -0.42
C: -1.00 3.30 -0.86
C: 0.48 3.57 -1.38
C: 1.52 3.57 -0.29
C: 1.82 4.77 0.36
C: 2.71 4.77 1.41
C: 3.27 3.56 1.81
C: 2.93 2.40 1.13
C: 3.46 1.07 1.62
C: 2.53 0.34 2.67
O: 1.36 -0.01 2.09
C: 2.31 1.30 3.86
C: 3.35 1.91 4.57
C: 3.09 2.81 5.59
C: 1.78 3.13 5.93
C: 0.74 2.53 5.23
C: 1.00 1.63 4.20
C: 3.29 -0.94 3.12
C: 3.66 -1.26 4.42
C: 4.25 -2.49 4.73
C: 4.49 -3.42 3.73
C: 4.11 -3.12 2.42
C: 3.51 -1.90 2.13
N: 2.11 2.42 0.07
C: -1.99 3.57 -2.02
C: -1.63 3.72 -3.35
C: -2.59 3.83 -4.36
C: -3.94 3.79 -4.04
C: -4.32 3.64 -2.71
C: -3.35 3.52 -1.72
C: -1.25 4.35 0.25
C: -1.13 3.94 1.58
C: -1.25 4.86 2.61
C: -1.49 6.20 2.34
C: -1.63 6.62 1.02
C: -1.52 5.69 -0.01
H: 0.52 4.54 -1.88
H: 0.69 2.78 -2.11
H: 1.31 5.68 0.05
H: 2.95 5.68 1.94
H: 3.94 3.51 2.65
H: 4.46 1.22 2.06
H: 3.57 0.38 0.79
H: 4.38 1.68 4.31
H: 3.92 3.27 6.12
H: 1.57 3.84 6.73
H: -0.29 2.77 5.48
H: 0.21 1.16 3.63
H: 3.46 -0.57 5.23
H: 4.51 -2.72 5.76
H: 4.95 -4.38 3.96
H: 4.26 -3.84 1.63
H: 3.16 -1.70 1.12
H: -0.58 3.71 -3.64
H: -2.28 3.91 -5.39
H: -4.69 3.86 -4.82
H: -5.37 3.58 -2.44
H: -3.64 3.36 -0.69
H: -0.94 2.89 1.76
H: -1.12 4.53 3.64
H: -1.58 6.92 3.15
H: -1.84 7.66 0.80
H: -1.63 6.02 -1.04
C: 3.32 1.03 -3.96
C: 3.17 -0.16 -3.07
C: 3.39 -1.50 -3.28
C: 3.01 -2.13 -2.08
N: 2.60 -1.24 -1.19
N: 2.71 -0.05 -1.81
C: 2.95 -3.58 -1.74
H: 3.87 0.76 -4.86
H: 3.86 1.83 -3.46
H: 2.34 1.42 -4.25
H: 3.74 -1.96 -4.20
H: 2.39 0.80 -1.34
H: 3.87 -4.10 -2.04
H: 2.11 -4.06 -2.24
H: 2.82 -3.71 -0.67
F: 0.27 -1.29 -5.36
C: -0.87 -0.70 -4.96
F: -1.86 -1.59 -5.13
F: -1.11 0.32 -5.80
S: -0.74 -0.14 -3.23
O: -0.16 -1.30 -2.56
O: -2.10 0.15 -2.85
O: 0.16 0.99 -3.34